ORCA calculation (the ωB97M-V functional and the def2-TZVPD basis) on C23H32N4O in the gas phase.

Each line ends with the natural charge from an NBO analysis.
Cartesian coordinates (Å):
1 C -2.2582 -3.0939 -0.5080  -0.596
2 C -1.9117 -1.6015 -0.4739  -0.257
3 C -3.0499 -0.8059 -1.1629  -0.185
4 N -2.8762 0.5925 -1.4490  -0.463
5 C -1.8864 0.9895 -2.4143  -0.205
6 C -0.5484 1.4320 -1.7936  -0.430
7 C -0.8170 2.5750 -0.8244  -0.041
8 N 0.3610 3.1233 -0.1792  -0.165
9 N 0.2060 4.3215 0.3895  -0.274
10 C 1.3136 4.5764 1.0537  -0.047
11 C 2.2291 3.5298 0.9188  -0.332
12 C 1.5817 2.6080 0.1202  0.295
13 N 2.0763 1.3953 -0.3719  -0.640
14 C 2.7559 0.4998 0.4040  0.706
15 O 2.8274 0.5948 1.6065  -0.607
16 C 3.4337 -0.6104 -0.3976  -0.332
17 C 2.5644 -1.2152 -1.5199  -0.400
18 C 2.8449 -2.7165 -1.4629  -0.399
19 C 3.0026 -2.9777 0.0313  -0.403
20 C 3.8389 -1.7902 0.5075  -0.407
21 C -1.8039 2.0964 0.2458  -0.428
22 C -3.0866 1.5815 -0.4203  -0.211
23 C -1.6514 -1.1838 0.9500  -0.006
24 C -0.3611 -0.8781 1.3674  -0.256
25 C -0.0955 -0.4890 2.6682  -0.139
26 C -1.1291 -0.4107 3.5847  -0.239
27 C -2.4167 -0.7362 3.1918  -0.201
28 C -2.6752 -1.1214 1.8888  -0.232
29 H -1.4688 -3.6740 -0.0344  0.216
30 H -2.3736 -3.4386 -1.5338  0.206
31 H -3.1865 -3.2825 0.0255  0.205
32 H -0.9949 -1.4599 -1.0570  0.194
33 H -3.2445 -1.2982 -2.1239  0.191
34 H -3.9587 -0.8992 -0.5640  0.194
35 H -2.2932 1.8351 -2.9861  0.186
36 H -1.7175 0.1633 -3.1079  0.203
37 H 0.1313 1.7441 -2.5900  0.204
38 H -0.1162 0.5944 -1.2492  0.211
39 H -1.2694 3.4157 -1.3669  0.215
40 H 1.4236 5.4973 1.5906  0.207
41 H 3.2088 3.4393 1.3377  0.233
42 H 2.0772 1.2666 -1.3721  0.408
43 H 4.3284 -0.1486 -0.8295  0.232
44 H 1.5053 -1.0479 -1.3144  0.197
45 H 2.7916 -0.7934 -2.4998  0.211
46 H 3.7786 -2.9430 -1.9802  0.198
47 H 2.0470 -3.3036 -1.9166  0.211
48 H 2.0244 -2.9704 0.5150  0.201
49 H 3.4819 -3.9319 0.2429  0.215
50 H 4.9005 -2.0080 0.3914  0.205
51 H 3.6548 -1.5440 1.5526  0.245
52 H -1.3365 1.3095 0.8371  0.221
53 H -2.0449 2.9268 0.9099  0.229
54 H -3.5923 2.4371 -0.8899  0.183
55 H -3.7522 1.1685 0.3381  0.210
56 H 0.4587 -0.9390 0.6658  0.200
57 H 0.9153 -0.2348 2.9492  0.229
58 H -0.9326 -0.1019 4.6004  0.214
59 H -3.2270 -0.6882 3.9052  0.212
60 H -3.6863 -1.3753 1.6043  0.207

Forces on the atoms, in the same order (eV/Å):
C 0.16 0.16 -0.12
C -0.31 -0.09 -0.08
C 0.22 -0.14 -0.09
N 0.06 -0.01 0.04
C 0.11 0.04 0.00
C -0.24 0.09 -0.04
C -0.49 -0.32 0.09
N 0.50 0.00 0.04
N -0.57 0.53 -0.01
C 0.11 -0.30 -0.11
C -0.12 -0.23 -0.18
C 0.28 0.40 0.26
N -0.23 0.16 -0.27
C 0.14 -0.28 -0.35
O 0.03 0.07 0.28
C 0.10 0.04 0.28
C 0.05 -0.05 -0.15
C -0.14 -0.02 0.06
C 0.16 -0.01 -0.12
C -0.04 -0.03 0.17
C -0.20 0.08 -0.20
C 0.07 0.15 0.16
C 0.22 0.04 -0.04
C -0.03 -0.11 0.02
C 0.09 0.02 0.09
C 0.02 0.03 0.07
C -0.09 0.03 0.09
C 0.00 -0.01 -0.09
H 0.02 -0.09 0.04
H -0.04 -0.08 -0.10
H -0.13 -0.05 0.07
H 0.01 0.05 0.04
H -0.06 -0.09 0.09
H -0.04 -0.11 -0.01
H 0.08 -0.02 -0.10
H -0.01 0.04 -0.05
H 0.10 -0.01 -0.04
H 0.06 -0.06 -0.04
H 0.11 -0.11 0.03
H -0.02 0.20 0.11
H 0.21 -0.07 0.07
H 0.07 -0.07 0.13
H -0.06 0.00 0.02
H -0.07 0.05 -0.03
H -0.09 0.06 -0.03
H 0.04 -0.04 -0.05
H 0.02 -0.03 -0.09
H -0.07 -0.03 0.04
H -0.05 -0.06 0.06
H 0.02 0.01 0.01
H 0.12 0.00 -0.03
H 0.01 0.07 0.01
H 0.03 0.03 0.01
H -0.05 0.05 0.11
H -0.06 0.05 -0.02
H 0.06 0.01 -0.15
H 0.09 0.03 0.02
H 0.02 0.03 0.09
H -0.06 0.01 0.05
H -0.12 -0.02 -0.04

- Gap between HOMO and LUMO: 0.31809 hartree
- LUMO: 0.60 eV
- 2S+1: 1
- SMILES: C[C@@H](CN1CCC(n2nccc2NC(=O)C2CCCC2)CC1)c1ccccc1
- Energy above the lowest of the compared OMol25 structures with the same formula, charge and spin: 139.3 kJ/mol



ORCA calculation (the ωB97M-V functional and the def2-TZVPD basis) on C3H7N2O2 in the gas phase at a distorted geometry.

Each line ends with the natural charge from an NBO analysis.
Cartesian coordinates (Å):
1 C -0.3557 0.2927 0.7798  -0.267
2 N 0.9712 -0.1718 0.5133  -0.461
3 C 1.3294 -1.5541 0.6501  0.821
4 O 0.6245 -2.2218 1.4037  -0.573
5 O 2.3322 -1.8449 -0.0167  -0.449
6 C -0.8938 1.1520 -0.4091  -0.223
7 N -0.8538 0.4121 -1.6849  -0.821
8 H -0.3472 0.9193 1.6803  0.220
9 H -0.9848 -0.5635 1.0020  0.241
10 H 1.7515 0.4203 0.2856  0.410
11 H -1.9208 1.4565 -0.2502  0.208
12 H -0.2419 2.0187 -0.5012  0.185
13 H -1.4903 -0.3785 -1.6181  0.355
14 H 0.0796 0.0629 -1.8346  0.354

Forces on the atoms, in the same order (eV/Å):
C -0.58 1.19 -0.52
N 0.42 -1.38 0.25
C -1.31 1.26 1.04
O 0.53 -0.31 -0.34
O 0.42 -0.40 -0.57
C 0.73 -1.28 -0.35
N -0.46 0.45 0.58
H 0.09 -0.09 0.07
H 0.05 -0.18 -0.09
H 0.01 0.48 0.01
H -0.05 0.21 0.31
H -0.17 0.27 -0.04
H 0.23 0.03 -0.18
H 0.12 -0.24 -0.18

- Gap between HOMO and LUMO (spin up / spin down): 0.38903 / 0.23155 hartree
- LUMO (spin up / spin down): 0.64 / -3.51 eV
- 2S+1: 2
- Energy above the lowest of the compared OMol25 structures with the same formula, charge and spin: 0.0 kJ/mol
- Expectation value of S²: 0.76



ORCA calculation (the ωB97M-V functional and the def2-TZVPD basis) on a molecular structure, CH4F2Si at a distorted geometry.

Each line ends with the natural charge from an NBO analysis.
Cartesian coordinates (Å):
1 C 1.1391 0.4733 -0.3342  -0.214
2 F 2.0710 -0.4239 -0.0080  -0.383
3 F -2.0226 -0.3674 -0.8235  -0.659
4 Si -1.0671 -0.3822 0.4260  1.385
5 H 1.5168 1.4125 0.1469  0.169
6 H 1.1489 0.4896 -1.4770  0.169
7 H -1.2186 -1.7590 0.8244  -0.213
8 H -1.5674 0.5570 1.2454  -0.254

Forces on the atoms, in the same order (eV/Å):
C -2.33 0.16 -0.60
F 1.40 -1.86 0.71
F -0.64 0.21 -1.31
Si 3.80 -0.19 -2.61
H -1.20 -0.33 -0.57
H -0.56 0.48 1.48
H 0.56 -0.57 0.57
H -1.04 2.10 2.32

- Gap between HOMO and LUMO: 0.37173 hartree
- LUMO: 0.60 eV
- 2S+1: 1
- Energy above the lowest of the compared OMol25 structures with the same formula, charge and spin: 438.6 kJ/mol



ORCA calculation (the ωB97M-V functional and the def2-TZVPD basis) on 2 unconnected molecules or ions with the total composition C3H9NO2.

Each line ends with the natural charge from an NBO analysis.
Cartesian coordinates (Å):
1 C -2.1699 0.5928 -0.8361  -0.717
2 C -0.8492 1.2467 -0.5078  0.679
3 N -0.6051 2.4029 -1.1903  -0.824
4 O -0.0759 0.8054 0.3200  -0.621
5 H -2.9500 1.3048 -1.1134  0.218
6 H -2.5674 0.0281 -0.0078  0.244
7 H -2.0122 -0.0477 -1.7034  0.234
8 H 0.2787 2.8751 -1.0991  0.402
9 H -1.1493 2.6585 -1.9998  0.389
10 C 1.5243 -1.7688 1.5098  -0.267
11 O 1.9535 -2.8236 0.6464  -0.731
12 H 1.0807 -2.1810 2.4178  0.165
13 H 0.8280 -1.0578 1.0595  0.207
14 H 2.3962 -1.1845 1.8241  0.158
15 H 1.6759 -2.6027 -0.2523  0.464

Forces on the atoms, in the same order (eV/Å):
C -0.26 0.25 -0.46
C -0.09 0.29 0.33
N -0.05 0.20 -0.43
O -0.11 0.10 -0.18
H 0.21 0.17 -0.05
H 0.27 -0.32 0.23
H -0.06 -0.24 0.07
H 0.10 -0.24 0.19
H -0.07 -0.12 0.24
C 0.39 0.38 0.26
O -0.41 0.18 -0.30
H -0.07 -0.17 -0.14
H 0.01 -0.35 -0.08
H 0.00 -0.03 -0.01
H 0.13 -0.09 0.34

- Gap between HOMO and LUMO: 0.38428 hartree
- LUMO: 0.67 eV
- 2S+1: 1
- SMILES: CC(N)=O.CO
- Energy above the lowest of the compared OMol25 structures with the same formula, charge and spin: 89.3 kJ/mol